1.
Here is a molecular structure, C52H43BrF3N3O3SiV in a non-equilibrium geometry from the OMol25 dataset. Energies are from wB97M-V/def2-TZVPD.

The LUMO energy (alpha / beta) is 1.698 / 1.632 eV. As for the gap between HOMO and LUMO (alpha / beta): 5.0 / 4.9 eV. As for the calculated total energy: -176994.8906 eV. The calculation puts the highest occupied orbital energy (alpha / beta) at -3.350 / -3.291 eV.

The geometry in ORCA input format:
```
! wB97M-V def2-TZVPD RIJCOSX def2/J DEFGRID3
* xyz -1 3
C 10.4963 -17.7804 10.5870
C 14.7362 -17.5817 14.6094
H 12.1761 -9.0900 8.9679
H 14.8853 -17.0229 7.5496
C 16.5994 -14.0180 13.6885
C 17.5095 -15.5620 8.6909
C 13.7198 -11.2428 11.1580
H 14.3867 -19.4636 15.5639
H 18.1607 -8.2303 9.0676
C 17.7424 -9.0697 8.4940
H 17.6591 -14.0555 11.7953
H 16.3643 -20.5555 14.6339
H 18.6460 -18.4678 10.9353
C 19.2400 -17.1723 9.2650
H 10.4101 -15.8171 14.3401
H 7.4107 -12.7716 10.9601
C 18.7192 -16.1801 8.3815
F 20.7975 -18.6902 10.2129
H 19.6403 -12.9628 12.7295
C 8.2475 -13.4248 10.7253
C 17.7751 -12.9931 15.5430
C 18.3361 -17.6742 10.2437
H 10.1529 -13.5606 15.4771
Br 13.0511 -14.7690 3.5036
C 17.6950 -13.7569 12.8485
H 15.9280 -14.0607 15.7247
H 19.6562 -12.0623 14.9908
C 12.7480 -9.3728 12.3567
C 9.3530 -15.6159 10.5141
C 14.0997 -12.5849 11.1024
C 18.8305 -10.3001 10.3746
C 15.6416 -16.8352 13.8441
H 16.2957 -17.6079 11.0064
C 12.9276 -17.8392 10.3228
H 17.9919 -19.2992 13.3175
C 17.5223 -11.5264 8.6862
H 13.8109 -17.1890 15.0118
H 12.5527 -16.3733 13.2945
V 14.8468 -15.3810 10.0465
C 14.1502 -16.0316 5.8242
H 12.5300 -8.8543 13.3154
Si 15.2018 -15.1476 13.0719
H 17.1720 -14.6510 8.1776
N 16.6824 -16.1148 9.6127
C 13.1134 -13.9346 6.2594
H 13.8079 -10.9905 13.3284
O 14.1182 -17.2508 10.2515
C 11.0963 -13.8281 14.9838
H 18.1039 -8.9661 7.4736
C 13.4510 -10.6026 9.9153
C 10.6711 -14.9640 10.3912
C 14.1547 -15.1386 8.1238
H 12.5684 -13.0494 5.9393
F 21.5907 -16.7223 9.4399
C 17.0586 -17.1824 10.3572
H 17.7656 -12.6880 16.5845
H 17.3613 -11.8095 6.5605
H 14.4071 -16.8567 5.1673
H 19.2551 -15.9017 7.4684
C 12.6275 -9.4946 9.8943
C 10.6983 -13.5570 10.3176
C 8.1610 -14.8152 10.6228
H 13.8494 -11.0040 8.9927
C 11.2361 -15.0530 14.3766
F 20.9725 -18.2989 8.0033
C 14.5551 -13.6699 10.7091
H 11.6669 -7.9962 11.0872
H 19.6442 -11.0252 10.3279
H 9.6370 -11.7739 10.5510
O 12.8457 -19.0740 10.3087
H 15.9839 -12.3980 7.5709
C 20.6424 -17.7196 9.2224
C 11.7009 -17.0369 10.4660
H 18.1752 -10.5661 11.2178
C 13.5607 -14.5900 13.8876
N 11.7820 -15.7232 10.3217
H 11.6331 -13.0532 10.1165
H 12.9603 -13.3702 8.3310
N 18.0658 -10.3371 9.1137
C 12.1581 -12.9307 14.9897
H 14.2578 -12.6039 14.4729
C 9.3231 -17.0474 10.6526
C 16.1936 -19.4961 14.4198
C 18.7963 -13.1265 13.3859
C 16.6915 -11.5570 7.4290
H 16.1983 -10.5818 7.2529
C 13.4732 -14.9167 5.3423
C 16.8681 -17.3929 13.4455
H 8.3946 -17.5369 10.8355
C 12.4397 -15.4103 13.7786
H 12.0194 -11.9399 15.4037
C 13.4587 -10.5643 12.3883
H 19.1979 -9.2817 10.5320
C 14.4543 -16.1110 7.1905
C 16.6998 -13.7048 15.0578
C 13.4000 -13.3030 14.4402
H 7.2140 -15.3339 10.6886
C 9.5354 -12.8592 10.5127
O 17.8447 -12.6055 9.3036
C 13.4145 -14.0537 7.6056
C 17.0970 -18.7622 13.6596
C 18.8062 -12.6688 14.7040
C 15.0362 -18.9075 14.8899
H 10.5838 -18.8726 10.6054
C 12.2885 -8.8793 11.1429
H 17.5809 -16.7658 12.8979
H 16.6621 -8.9182 8.5137
*
```

Atomic partial charges in e from the Mulliken method, atoms 1 to 99:
1. C -1.17
2. C -0.70
3. H 0.37
4. H 0.40
5. C 0.75
6. C -0.17
7. C -0.13
8. H 0.39
9. H 0.29
10. C -0.97
11. H 0.01
12. H 0.34
13. H 0.54
14. C 0.39
15. H 0.31
16. H 0.41
17. C -1.20
18. F -0.27
19. H 0.43
20. C -0.86
21. C -0.68
22. C -0.66
23. H 0.34
24. Br -0.24
25. C 0.03
26. H 0.36
27. H 0.36
28. C -0.78
29. C 0.92
30. C 0.71
31. C -0.81
32. C 0.77
33. H 0.98
34. C -0.44
35. H 0.33
36. C 0.46
37. H 0.49
38. H 0.69
39. V 0.41
40. C -0.73
41. H 0.36
42. Si -0.78
43. H 0.27
44. N 0.60
45. C -0.46
46. H 0.32
47. O -0.30
48. C -0.72
49. H 0.33
50. C 0.01
51. C -0.16
52. C 0.25
53. H 0.44
54. F -0.25
55. C -1.43
56. H 0.38
57. H 0.31
58. H 0.43
59. H 0.42
60. C -0.85
61. C 0.01
62. C -0.68
63. H 0.46
64. C -0.79
65. F -0.26
66. C -0.02
67. H 0.38
68. H 0.23
69. H 0.42
70. O -0.78
71. H -0.19
72. C 0.67
73. C 0.86
74. H 0.28
75. C 1.23
76. N 0.76
77. H 0.10
78. H 0.03
79. N 0.14
80. C -0.68
81. H 0.61
82. C -0.87
83. C -0.83
84. C -0.66
85. C -0.58
86. H 0.44
87. C -0.20
88. C -1.07
89. H 0.43
90. C -0.25
91. H 0.43
92. C -0.08
93. H 0.35
94. C -0.14
95. C -0.20
96. C -0.52
97. H 0.39
98. C -0.55
99. O -0.55

***

2.
Here is a molecular structure, C52H44BrCl3F5N4O2S2SiTi in a non-equilibrium geometry from the OMol25 dataset. Energies are from wB97M-V/def2-TZVPD.

The LUMO energy (alpha / beta) is 0.278 / 0.186 eV. As for the gap between HOMO and LUMO (alpha / beta): 7.7 / 7.9 eV. As for the calculated total energy: -238558.1580 eV. The calculation puts the highest occupied orbital energy (alpha / beta) at -7.395 / -7.669 eV.

The geometry in ORCA input format:
```
! wB97M-V def2-TZVPD RIJCOSX def2/J DEFGRID3
* xyz 0 2
C -2.4279 -1.2143 4.5800
C 3.9231 3.2634 -2.3456
H -5.7050 -4.2648 2.1905
C 0.8467 -0.7359 -6.1410
H -2.4563 4.3279 -0.6781
C -2.1868 1.8438 1.5449
H -6.2025 -0.8061 -1.0215
H 4.8926 1.0324 -5.5567
H 4.6795 -2.3337 -3.9899
H -2.4058 0.8335 3.9703
H 1.5923 -0.1186 -6.6467
C -0.8586 5.1948 -1.8285
H 1.5846 0.9472 6.8240
H 1.1633 3.4492 -3.9259
H 2.3439 -3.2748 6.7458
C 0.2047 -1.4449 4.8917
C 0.4749 -0.1662 -4.8140
H -6.6469 -2.4844 0.7702
H 6.6818 0.7400 -3.7590
F 1.2808 -5.2065 2.2827
Cl 3.3209 -0.4704 4.0027
H 0.8272 5.7386 -3.0515
H -2.8285 0.9755 1.6207
H -4.3791 1.4205 5.3696
C -3.0278 -2.2016 5.3487
C -1.8855 4.2219 1.8677
F -1.1669 -2.4868 -1.6814
C 1.3741 -0.0357 6.4194
H 4.2661 -1.8141 -2.3495
S -0.9994 -1.6705 3.6158
C -0.8852 1.6835 1.0462
H 6.6921 -1.0121 -4.0096
C 2.4579 1.6609 -1.2663
H -1.0027 6.1941 -1.4351
Cl 3.7155 2.0588 2.0735
H 4.9187 -0.7139 -5.8548
C -3.3117 -2.1797 0.9745
C 0.8739 -2.5646 5.3518
C -1.5038 2.8697 -1.9158
Cl 2.9657 -0.9036 0.7945
N -0.3437 1.3256 -3.3952
C 4.4621 0.0745 -5.2475
H -5.4807 -0.3245 6.7421
C -4.1249 -1.8751 6.1337
C -2.8979 0.0885 4.5778
Si 2.3170 0.4862 2.4225
H -2.2637 5.1813 2.2024
H 0.6931 -3.5357 4.9006
C -1.6742 4.1533 -1.4086
C -0.6078 1.8370 -5.8016
N -3.0511 -1.2687 0.0262
H 6.3877 -0.3453 -2.3934
H -4.6010 -2.6381 6.7384
C 1.0754 2.7277 0.1253
F 0.2161 -6.4970 0.1363
H 1.2542 -1.7348 -6.0041
O -0.3723 0.1431 -1.4805
C -5.6337 -2.1489 0.5680
H -1.4679 1.2695 -6.1661
H -3.7020 3.1565 2.3034
O -0.7679 -0.5707 2.6075
C -0.1313 0.1807 -2.6846
H -3.9520 -4.4635 2.3185
C 0.4102 -0.7736 -3.6021
C 4.6942 -0.1973 -3.7547
C -2.6838 3.0770 1.9328
H 0.7046 -1.7800 -3.3575
C 4.0209 0.9015 -2.9297
C 0.3492 3.6629 -3.2421
H 2.7769 -1.0373 7.7033
F -0.9785 -5.0490 -1.8203
C -4.5716 -2.6717 1.2863
C 4.1409 -1.5784 -3.4112
H 5.2685 2.4600 -3.7693
Ti 0.3033 -0.0149 0.5606
C -4.7647 -3.7328 2.3415
H -2.1328 2.0528 -1.5826
H 0.0092 5.0009 1.2302
N 0.0710 1.1334 -4.7119
C -0.6143 4.1147 1.3374
C 3.0039 0.6318 -2.0344
C -4.0864 -0.8358 -0.6562
N 1.4178 1.5506 -0.3087
C -5.4000 -1.2164 -0.4240
C 0.7221 -4.5020 1.2876
C -0.5058 2.6405 -2.8472
H -0.9502 2.8045 -5.4573
C 0.0977 -2.2977 0.3671
C 0.1613 4.9424 -2.7412
C 0.4493 -0.1752 5.4014
Br -3.7991 0.3889 -2.0908
F 1.2288 -2.6208 2.4613
C 2.9005 2.9606 -1.4446
H 3.0769 -1.6616 -3.6591
C 2.0445 -1.1546 6.9116
S 2.0047 4.0328 -0.4505
C 0.1801 -5.1630 0.2119
H -4.7860 -3.2944 3.3397
H -0.0649 0.6886 4.9914
H 4.2696 4.2835 -2.4820
C 4.4705 2.2325 -3.0686
H 0.0994 1.9906 -6.6127
C 6.2051 -0.1987 -3.4621
H -0.0256 -0.8120 -6.7936
C -0.1548 2.8700 0.9099
C -4.0020 0.4038 5.3606
H -2.6357 -3.2156 5.3416
C -4.6173 -0.5750 6.1352
C -0.4218 -4.4199 -0.7723
C -0.4633 -3.0411 -0.6644
C 1.8011 -2.4124 6.3789
H 2.6204 -0.3683 -1.9154
C 0.6686 -3.1238 1.3254
H 3.3883 0.1005 -5.4669
H -2.4347 -2.5753 1.4822
*
```

Atomic partial charges in e from the Mulliken method, atoms 1 to 99:
1. C 0.85
2. C -1.46
3. H 0.46
4. C -1.90
5. H 0.75
6. C -0.59
7. H 0.45
8. H 0.33
9. H 0.49
10. H 0.24
11. H 0.42
12. C -0.77
13. H 0.40
14. H 0.53
15. H 0.43
16. C 0.93
17. C -0.16
18. H 0.44
19. H 0.33
20. F -0.33
21. Cl -0.38
22. H 0.39
23. H 0.68
24. H 0.47
25. C -0.64
26. C -1.24
27. F -0.53
28. C -0.66
29. H 0.35
30. S 0.05
31. C 1.84
32. H 0.47
33. C -2.13
34. H 0.42
35. Cl -0.37
36. H 0.48
37. C -0.12
38. C -0.35
39. C 0.59
40. Cl -0.28
41. N 1.04
42. C -1.71
43. H 0.40
44. C -0.68
45. C -0.33
46. Si 0.47
47. H 0.35
48. H 0.38
49. C -0.53
50. C -1.24
51. N 0.40
52. H 0.38
53. H 0.46
54. C 0.82
55. F -0.34
56. H 0.39
57. O 0.96
58. C -0.59
59. H 0.33
60. H 0.49
61. O -0.38
62. C -0.60
63. H 0.33
64. C -0.44
65. C 2.01
66. C -0.69
67. H 0.80
68. C 0.21
69. C 0.64
70. H 0.37
71. F -0.33
72. C 0.51
73. C -1.74
74. H 0.48
75. Ti -1.25
76. C -1.50
77. H -1.01
78. H 0.47
79. N 0.16
80. C -0.56
81. C -0.84
82. C 0.12
83. N 2.17
84. C -1.00
85. C -0.23
86. C -0.06
87. H 0.42
88. C 0.73
89. C -1.11
90. C -0.38
91. Br -0.05
92. F -0.20
93. C 1.72
94. H 0.15
95. C -0.58
96. S -0.44
97. C 0.93
98. H 0.20
99. H 0.36